(1)
{"formula": "C30H84N2O22", "method": "the ωB97M-V functional and the def2-TZVPD basis", "symbols": ["C", "O", "C", "C", "N", "C", "C", "O", "C", "H", "H", "H", "H", "H", "H", "H", "H", "H", "H", "H", "H", "H", "H", "H", "C", "O", "C", "C", "N", "C", "C", "O", "C", "H", "H", "H", "H", "H", "H", "H", "H", "H", "H", "H", "H", "H", "H", "H", "O", "C", "C", "O", "H", "H", "H", "H", "H", "H", "O", "C", "C", "O", "H", "H", "H", "H", "H", "H", "O", "C", "C", "O", "H", "H", "H", "H", "H", "H", "O", "C", "C", "O", "H", "H", "H", "H", "H", "H", "O", "C", "C", "O", "H", "H", "H", "H", "H", "H", "O", "C", "C", "O", "H", "H", "H", "H", "H", "H", "O", "C", "C", "O", "H", "H", "H", "H", "H", "H", "O", "C", "C", "O", "H", "H", "H", "H", "H", "H", "O", "C", "C", "O", "H", "H", "H", "H", "H", "H"], "positions_angstrom": [[-3.061, -2.375, -2.141], [-4.053, -1.683, -1.400], [-5.365, -2.126, -1.815], [-5.909, -3.497, -1.349], [-7.123, -3.712, -0.613], [-7.197, -2.992, 0.657], [-6.323, -3.754, 1.758], [-6.592, -5.165, 1.880], [-5.847, -5.732, 2.941], [-3.031, -2.159, -3.209], [-3.142, -3.460, -2.081], [-2.129, -2.125, -1.633], [-5.525, -1.899, -2.869], [-5.907, -1.353, -1.271], [-5.061, -3.952, -0.836], [-6.073, -4.104, -2.239], [-7.191, -4.680, -0.331], [-8.222, -2.995, 1.027], [-7.020, -1.933, 0.470], [-6.541, -3.284, 2.717], [-5.272, -3.663, 1.486], [-5.470, -6.689, 2.582], [-6.538, -6.128, 3.684], [-5.124, -5.076, 3.427], [2.849, -4.324, 4.859], [2.449, -3.021, 4.887], [1.334, -2.670, 4.038], [1.106, -1.111, 4.005], [-0.076, -0.872, 4.974], [0.265, -1.133, 6.383], [-0.767, -0.520, 7.302], [-0.884, 0.851, 7.156], [-1.920, 1.381, 8.028], [1.937, -4.839, 5.158], [3.593, -4.687, 5.568], [2.914, -4.426, 3.776], [0.403, -3.185, 4.274], [1.535, -2.875, 2.987], [0.870, -0.620, 3.061], [1.968, -0.704, 4.533], [-0.477, 0.014, 4.702], [1.177, -0.608, 6.667], [0.508, -2.140, 6.721], [-0.404, -0.723, 8.309], [-1.732, -0.972, 7.071], [-2.895, 1.327, 7.544], [-1.732, 2.449, 8.143], [-2.030, 0.811, 8.950], [1.561, -1.211, -6.833], [1.257, -1.257, -5.446], [0.204, -2.227, -5.269], [-1.001, -1.449, -5.220], [2.392, -1.685, -6.910], [2.144, -1.564, -4.892], [1.056, -0.246, -5.090], [0.443, -2.753, -4.345], [0.158, -2.951, -6.083], [-1.672, -1.856, -5.772], [-1.567, 4.126, 2.964], [-0.415, 3.445, 3.214], [-0.805, 2.165, 4.072], [-1.628, 1.357, 3.203], [-1.316, 4.944, 2.529], [-0.085, 3.076, 2.243], [0.418, 3.923, 3.729], [-1.087, 2.415, 5.095], [0.010, 1.450, 4.185], [-2.314, 1.980, 2.952], [4.957, 2.678, 1.890], [4.504, 1.795, 2.878], [5.738, 1.006, 3.488], [6.547, 1.905, 4.294], [4.270, 2.742, 1.223], [3.964, 2.295, 3.682], [3.834, 1.108, 2.363], [6.329, 0.496, 2.727], [5.354, 0.209, 4.125], [6.872, 2.611, 3.731], [2.955, -1.380, -2.032], [2.816, -2.729, -2.230], [4.120, -3.303, -2.798], [4.315, -2.968, -4.177], [2.103, -0.951, -1.925], [2.526, -3.237, -1.310], [2.081, -2.848, -3.025], [3.820, -4.350, -2.768], [5.090, -3.112, -2.338], [4.476, -2.023, -4.113], [5.103, -0.230, -4.245], [6.218, -0.031, -3.353], [6.092, 0.951, -2.176], [5.305, 0.467, -1.139], [4.856, 0.658, -4.513], [6.462, -0.935, -2.795], [7.064, 0.201, -4.000], [5.782, 1.902, -2.609], [7.001, 1.264, -1.663], [4.558, -0.026, -1.485], [2.773, 3.406, -2.715], [3.412, 4.141, -1.626], [2.457, 4.396, -0.499], [2.604, 3.507, 0.624], [3.354, 3.374, -3.479], [4.192, 3.581, -1.110], [3.769, 5.112, -1.971], [1.432, 4.219, -0.824], [2.430, 5.419, -0.123], [2.057, 2.757, 0.381], [-2.851, 4.136, -0.118], [-2.374, 3.874, -1.461], [-2.509, 5.107, -2.365], [-3.808, 5.507, -2.383], [-2.217, 4.675, 0.360], [-1.304, 3.674, -1.396], [-2.888, 2.993, -1.844], [-2.199, 4.976, -3.402], [-1.846, 5.942, -2.141], [-4.190, 5.064, -1.621], [-4.089, 2.053, -5.204], [-2.787, 1.476, -4.970], [-1.661, 2.172, -5.813], [-1.573, 3.523, -5.623], [-4.190, 2.898, -4.760], [-2.505, 1.284, -3.934], [-2.821, 0.416, -5.224], [-2.011, 2.052, -6.838], [-0.666, 1.752, -5.663], [-1.822, 3.931, -6.456], [1.763, 1.197, -0.269], [0.354, 0.743, -0.341], [-0.286, 0.426, -1.774], [0.181, -0.785, -2.317], [2.270, 0.420, -0.024], [0.389, -0.135, 0.303], [-0.377, 1.457, 0.039], [-0.086, 1.224, -2.489], [-1.364, 0.281, -1.703], [-0.153, -0.963, -3.200]], "e_above_lowest_ev": 5.361}



(2)
{"formula": "C30H84N6O12", "method": "the ωB97M-V functional and the def2-TZVPD basis", "symbols": ["C", "O", "C", "C", "C", "N", "H", "H", "H", "H", "H", "H", "H", "H", "H", "H", "H", "C", "O", "C", "C", "C", "N", "H", "H", "H", "H", "H", "H", "H", "H", "H", "H", "H", "C", "O", "C", "C", "C", "N", "H", "H", "H", "H", "H", "H", "H", "H", "H", "H", "H", "C", "O", "C", "C", "C", "N", "H", "H", "H", "H", "H", "H", "H", "H", "H", "H", "H", "C", "O", "C", "C", "C", "N", "H", "H", "H", "H", "H", "H", "H", "H", "H", "H", "H", "C", "O", "C", "C", "C", "N", "H", "H", "H", "H", "H", "H", "H", "H", "H", "H", "H", "O", "C", "C", "O", "H", "H", "H", "H", "H", "H", "O", "C", "C", "O", "H", "H", "H", "H", "H", "H", "O", "C", "C", "O", "H", "H", "H", "H", "H", "H"], "positions_angstrom": [[-1.605, -4.024, -3.706], [-1.603, -2.681, -3.237], [-0.598, -1.987, -3.983], [-0.423, -0.608, -3.368], [-1.662, 0.307, -3.586], [0.705, 0.094, -3.953], [-1.738, -4.116, -4.790], [-2.367, -4.682, -3.293], [-0.623, -4.467, -3.505], [0.351, -2.535, -4.016], [-0.921, -1.920, -5.026], [-0.234, -0.680, -2.286], [-1.528, 1.241, -3.038], [-2.547, -0.162, -3.152], [-1.925, 0.575, -4.609], [1.513, -0.463, -3.682], [0.875, 1.014, -3.534], [-4.968, 0.489, -0.291], [-6.058, -0.379, -0.550], [-5.642, -1.694, -0.726], [-4.440, -1.865, -1.647], [-4.831, -1.526, -3.077], [-3.948, -3.257, -1.659], [-4.373, 0.504, -1.204], [-4.303, 0.221, 0.536], [-5.358, 1.476, -0.054], [-5.450, -2.112, 0.279], [-6.400, -2.426, -1.022], [-3.560, -1.329, -1.275], [-5.598, -2.174, -3.502], [-3.940, -1.624, -3.700], [-5.208, -0.504, -3.154], [-3.618, -3.555, -0.748], [-3.134, -3.231, -2.270], [3.987, 3.522, 3.174], [3.048, 2.472, 3.387], [1.945, 2.881, 4.184], [1.129, 1.615, 4.431], [0.407, 1.189, 3.161], [0.084, 1.887, 5.437], [4.239, 3.874, 4.180], [3.585, 4.322, 2.550], [4.913, 3.106, 2.783], [2.226, 3.352, 5.131], [1.359, 3.600, 3.599], [1.697, 0.721, 4.689], [-0.324, 0.399, 3.337], [1.148, 0.689, 2.522], [-0.029, 1.991, 2.561], [-0.592, 2.561, 5.095], [-0.451, 1.035, 5.563], [2.544, 0.209, 0.209], [3.724, -0.172, -0.473], [3.780, -1.517, -0.946], [3.015, -1.727, -2.263], [3.120, -3.144, -2.778], [3.546, -0.738, -3.227], [2.646, 1.232, 0.566], [2.381, -0.457, 1.061], [1.718, 0.192, -0.510], [4.852, -1.693, -1.057], [3.415, -2.059, -0.062], [1.982, -1.418, -2.075], [2.558, -3.878, -2.196], [4.133, -3.552, -2.746], [2.737, -3.187, -3.799], [3.624, 0.089, -2.630], [4.542, -0.947, -3.318], [1.752, 3.999, 1.107], [1.523, 3.584, -0.229], [2.421, 4.076, -1.218], [2.321, 3.154, -2.435], [3.136, 3.651, -3.633], [0.934, 2.887, -2.869], [2.740, 4.444, 1.254], [1.606, 3.101, 1.705], [1.046, 4.786, 1.398], [2.275, 5.148, -1.378], [3.473, 3.954, -0.928], [2.722, 2.178, -2.146], [2.806, 4.640, -3.951], [3.047, 2.921, -4.438], [4.209, 3.645, -3.430], [0.622, 3.780, -3.245], [0.425, 2.726, -2.002], [-0.447, -3.714, -0.327], [-0.299, -3.591, 1.061], [0.838, -4.208, 1.628], [0.627, -4.299, 3.140], [0.922, -2.978, 3.853], [1.648, -5.213, 3.686], [0.355, -3.239, -0.905], [-1.382, -3.186, -0.518], [-0.574, -4.709, -0.769], [0.961, -5.218, 1.221], [1.771, -3.661, 1.465], [-0.366, -4.593, 3.490], [0.594, -3.039, 4.893], [0.376, -2.116, 3.453], [1.979, -2.714, 3.798], [1.767, -5.307, 4.681], [1.377, -6.109, 3.288], [-0.048, -1.323, 0.803], [-1.179, -0.492, 0.525], [-0.733, 0.710, -0.300], [-1.914, 1.413, -0.690], [-0.241, -2.204, 0.466], [-1.826, -1.061, -0.150], [-1.707, -0.216, 1.438], [-0.183, 0.416, -1.197], [-0.142, 1.387, 0.325], [-1.654, 2.251, -1.104], [-1.096, 3.593, -2.184], [-0.738, 4.650, -1.300], [0.339, 5.584, -1.791], [-0.230, 6.557, -2.656], [-1.459, 3.955, -3.001], [-1.675, 5.152, -1.036], [-0.422, 4.160, -0.374], [1.129, 4.982, -2.242], [0.864, 6.096, -0.976], [-0.717, 7.171, -2.099], [-1.637, -0.528, 6.623], [-1.351, -1.661, 5.796], [-2.278, -1.745, 4.581], [-3.557, -2.265, 4.911], [-2.593, -0.472, 6.718], [-0.329, -1.488, 5.455], [-1.439, -2.606, 6.338], [-1.743, -2.429, 3.915], [-2.331, -0.804, 4.028], [-3.844, -1.934, 5.766]], "e_above_lowest_ev": 12.420}



(3)
{"formula": "C30H84O12", "method": "the ωB97M-V functional and the def2-TZVPD basis", "symbols": ["C", "C", "C", "O", "H", "H", "H", "H", "H", "H", "H", "H", "C", "C", "C", "O", "H", "H", "H", "H", "H", "H", "H", "H", "C", "C", "C", "O", "H", "H", "H", "H", "H", "H", "H", "H", "C", "C", "C", "O", "H", "H", "H", "H", "H", "H", "H", "H", "C", "C", "C", "O", "H", "H", "H", "H", "H", "H", "H", "H", "C", "C", "C", "O", "H", "H", "H", "H", "H", "H", "H", "H", "C", "C", "C", "O", "H", "H", "H", "H", "H", "H", "H", "H", "C", "C", "C", "O", "H", "H", "H", "H", "H", "H", "H", "H", "C", "C", "C", "O", "H", "H", "H", "H", "H", "H", "H", "H", "C", "O", "H", "H", "H", "H", "C", "O", "H", "H", "H", "H", "C", "O", "H", "H", "H", "H"], "positions_angstrom": [[-1.464, -2.188, -2.341], [-1.589, -3.143, -3.446], [-0.265, -3.558, -3.975], [-2.155, -4.234, -3.148], [-0.945, -2.549, -1.453], [-2.450, -1.959, -1.998], [-0.931, -1.273, -2.619], [-2.156, -2.673, -4.281], [0.423, -4.083, -3.284], [0.327, -2.714, -4.387], [-0.319, -4.266, -4.810], [-1.554, -4.717, -2.551], [3.979, -1.022, 2.299], [3.771, -0.023, 3.423], [2.469, 0.767, 3.324], [3.774, -0.465, 4.573], [5.072, -1.093, 2.140], [3.453, -0.733, 1.473], [3.579, -1.971, 2.542], [4.617, 0.692, 3.359], [2.449, 1.654, 3.992], [1.616, 0.148, 3.504], [2.439, 1.083, 2.311], [2.842, -0.416, 4.838], [0.072, 3.397, 2.507], [0.296, 3.975, 1.135], [-0.191, 3.027, 0.028], [-0.261, 5.098, 0.905], [-0.959, 3.180, 2.653], [0.547, 4.095, 3.235], [0.576, 2.457, 2.528], [1.334, 4.021, 0.947], [-0.299, 3.469, -0.998], [-1.062, 2.475, 0.357], [0.544, 2.217, -0.003], [0.017, 5.411, 0.060], [-4.906, 1.487, 2.580], [-5.194, 0.406, 1.599], [-4.325, 0.518, 0.307], [-5.101, -0.765, 1.935], [-5.000, 1.253, 3.634], [-5.436, 2.378, 2.352], [-3.809, 1.674, 2.437], [-6.232, 0.562, 1.270], [-3.289, 0.321, 0.403], [-4.460, 1.497, -0.070], [-4.700, -0.259, -0.363], [-5.778, -1.201, 1.431], [2.155, 0.980, -4.971], [1.113, 0.648, -3.891], [1.220, 1.440, -2.579], [-0.034, 0.814, -4.194], [2.673, 1.908, -4.933], [1.708, 0.959, -5.946], [2.928, 0.213, -4.821], [1.259, -0.375, -3.644], [2.273, 1.712, -2.388], [0.733, 0.898, -1.768], [0.692, 2.375, -2.712], [-0.216, 0.317, -4.963], [-1.482, 0.352, 3.668], [-1.330, 1.125, 4.957], [-2.443, 2.217, 4.999], [-1.231, 0.496, 6.008], [-2.356, -0.324, 3.643], [-0.590, -0.336, 3.529], [-1.590, 1.070, 2.902], [-0.463, 1.675, 4.729], [-2.266, 3.080, 5.631], [-3.512, 1.880, 5.106], [-2.553, 2.724, 4.047], [-2.092, 0.255, 6.261], [3.844, 1.420, -0.193], [5.081, 1.422, -1.131], [4.743, 0.626, -2.403], [5.474, 2.551, -1.481], [3.140, 2.279, -0.242], [4.089, 1.519, 0.877], [3.260, 0.513, -0.236], [5.789, 0.842, -0.599], [5.577, 0.332, -2.979], [4.081, 1.165, -3.084], [4.364, -0.378, -2.109], [6.348, 2.380, -1.860], [2.422, -2.055, -2.087], [2.744, -2.966, -0.905], [4.226, -2.892, -0.390], [1.993, -2.667, 0.041], [3.006, -2.269, -2.923], [2.455, -1.043, -1.744], [1.396, -2.286, -2.399], [2.545, -3.999, -1.275], [4.324, -3.302, 0.643], [4.607, -1.907, -0.212], [5.008, -3.468, -0.839], [1.580, -3.479, 0.357], [-4.694, 1.301, -3.226], [-3.213, 1.228, -3.560], [-2.432, 1.393, -2.258], [-2.813, 0.123, -3.989], [-5.061, 2.319, -3.431], [-4.921, 1.084, -2.202], [-5.255, 0.669, -3.869], [-2.973, 2.011, -4.292], [-2.432, 0.538, -1.553], [-2.879, 2.322, -1.729], [-1.390, 1.589, -2.507], [-1.860, 0.110, -3.941], [-0.392, -0.366, 0.355], [0.939, -0.030, 0.693], [-1.080, 0.245, 0.848], [-0.581, -1.401, 0.628], [-0.465, -0.223, -0.710], [1.603, -0.667, 0.317], [0.892, -2.749, 3.043], [-0.309, -3.294, 2.485], [1.373, -1.949, 2.410], [1.590, -3.512, 3.342], [0.500, -2.310, 3.974], [-0.996, -2.636, 2.567], [-3.178, -2.956, 0.604], [-2.778, -2.108, 1.599], [-3.809, -3.707, 0.967], [-2.268, -3.445, 0.167], [-3.635, -2.476, -0.290], [-3.536, -1.501, 1.707]], "e_above_lowest_ev": 12.801}



For each record above, in turn, the calculated HOMO level values are -8.4 -8.5 -9.3 eV.
For each record above, in turn, the calculated orbital gap values are 8.5 8.8 9.7 eV.
For each record above, in turn, the calculated total energy values are -80484.760 -65973.335 -57028.802 eV.